# 1
Below is a cluster of 5 separate species, C3H18NO4 in total in a non-equilibrium geometry, with properties calculated with the ωB97M-V functional and the def2-TZVPD basis.

Cartesian coordinates (Å):
C  -1.492  1.227  0.288
C  -0.958  1.612  -1.089
C  -0.827  3.128  -1.256
N  0.152  0.689  -1.506
H  -0.608  1.386  0.927
H  -2.099  2.001  0.709
H  -1.995  0.206  0.349
H  -1.766  1.392  -1.879
H  0.157  3.554  -0.992
H  -1.640  3.408  -0.598
H  -0.806  3.475  -2.268
H  0.632  0.237  -0.675
H  -0.359  -0.196  -1.914
H  0.865  0.992  -2.032
H  -1.595  -2.756  2.437
H  -0.903  -1.550  3.247
O  -1.074  -1.963  2.373
H  0.303  -1.318  1.478
H  1.170  -2.404  1.195
O  1.117  -1.510  0.934
H  2.582  -0.784  0.760
H  3.725  0.078  0.325
O  3.438  -0.539  0.882
H  -1.556  -2.015  -0.977
H  0.038  -1.648  -0.563
O  -0.675  -1.574  -1.269

The value obtained for the energy above the lowest of the compared OMol25 structures with the same formula, charge and spin is 286.63 kJ/mol. Its total charge is +1. The calculation puts the gap between HOMO and LUMO at 10.84 eV. The electronic energy is -13075.4685 eV.

=====

# 2
Below is a structure of composition CH3IOP2 in a non-equilibrium geometry, with properties calculated with the ωB97M-V functional and the def2-TZVPD basis.

Cartesian coordinates (Å):
C  1.102  -0.021  -0.166
O  -1.115  -2.276  0.876
P  -0.004  1.304  0.446
P  -0.889  -1.408  -0.259
I  -2.596  0.795  0.023
H  1.847  0.184  -0.927
H  1.544  -0.604  0.725
H  0.111  2.027  -0.717

The value obtained for the energy above the lowest of the compared OMol25 structures with the same formula, charge and spin is 151.90 kJ/mol. Its total charge is 0. The calculation puts the gap between HOMO and LUMO at 7.49 eV. The electronic energy is -29809.7037 eV.